Entry 1:
Below is the ion C26H35N2O with charge +1, with properties calculated with ωB97M-V with the def2-TZVPD basis set.

Each line ends with the natural charge from an NBO analysis.
Positions of all 64 atoms, in Å:
C 5.46 -2.55 1.16  -0.4089
N 4.04 -2.41 0.95  -0.4324
C 3.28 -3.43 1.62  -0.2289
C 1.82 -3.40 1.27  -0.2353
N 1.27 -2.07 1.07  -0.3129
C -0.03 -1.92 0.66  0.5320
C -0.58 -0.54 0.36  -0.3774
C -2.17 -0.66 0.57  -0.4010
C -2.93 -2.02 0.31  -0.4037
C -2.39 -3.09 1.19  -0.4016
C -0.85 -3.16 1.17  -0.4794
C 2.12 -0.92 0.82  -0.2457
C 3.57 -1.08 1.27  -0.2320
H 5.98 -1.82 0.52  0.2112
H 5.77 -2.37 2.20  0.1771
H 5.77 -3.55 0.87  0.2124
H 3.69 -4.40 1.32  0.2305
H 3.40 -3.37 2.74  0.1706
H 1.68 -3.98 0.36  0.2203
H 1.30 -3.91 2.08  0.2279
H -0.32 0.16 1.27  0.3467
H -2.19 -0.50 1.67  0.1972
H -2.74 0.14 0.09  0.2455
H -4.00 -1.83 0.48  0.2363
H -2.81 -2.30 -0.75  0.2115
H -2.68 -2.94 2.23  0.2131
H -2.75 -4.06 0.90  0.2279
H -0.54 -4.02 0.52  0.2518
H -0.53 -3.44 2.21  0.2538
H 2.16 -0.71 -0.29  0.2171
H 1.74 -0.03 1.37  0.2405
H 3.66 -0.84 2.34  0.1742
H 4.19 -0.37 0.70  0.2268
C -4.86 1.13 -5.00  -0.2594
O -3.53 0.56 -5.00  -0.4890
C -2.76 0.69 -3.89  0.3107
C -1.46 0.13 -3.92  -0.2389
C -0.68 0.13 -2.80  -0.2134
C -1.11 0.72 -1.63  0.0026
C -0.15 0.74 -0.48  -0.2673
C 0.22 2.19 0.12  0.0568
C 1.42 2.31 0.85  -0.2475
C 1.61 3.44 1.63  -0.1953
C 0.70 4.49 1.64  0.0060
C 0.90 5.65 2.55  -0.6398
C -0.35 4.43 0.74  -0.2020
C -0.60 3.32 -0.04  -0.2258
C -2.36 1.38 -1.60  -0.2521
C -3.14 1.40 -2.74  -0.2593
H -5.30 0.74 -5.92  0.2136
H -5.45 0.80 -4.12  0.1828
H -4.83 2.23 -5.03  0.1868
H -1.15 -0.36 -4.85  0.2334
H 0.33 -0.34 -2.85  0.2085
H 0.76 0.20 -0.78  0.2290
H 2.23 1.58 0.74  0.2033
H 2.46 3.48 2.26  0.2136
H 0.02 6.31 2.60  0.2251
H 1.13 5.34 3.59  0.2265
H 1.75 6.29 2.24  0.2328
H -1.02 5.24 0.65  0.2184
H -1.38 3.33 -0.81  0.2349
H -2.69 1.89 -0.70  0.2198
H -4.08 1.94 -2.71  0.2203

Its HOMO energy is -10.62 eV. As for the energy relative to the best compared isomer or geometry (same formula, charge and spin): 411.9 kJ/mol. Its structure (SMILES) is COc1ccc([C@@H](c2ccc(C)cc2)[C@H]2CCCCC2=[N+]2CCN(C)CC2)cc1. Its frontier orbital gap is 6.690 eV. The net charge is +1.

***

Entry 2:
Below is the ion C6H13NO3P with charge +1, with properties calculated with ωB97M-V with the def2-TZVPD basis set.

Each line ends with the natural charge from an NBO analysis.
Positions of all 24 atoms, in Å:
C -1.87 2.88 0.02  -0.0994
C -0.55 3.11 0.79  -0.1007
C -0.56 -1.58 0.69  -0.1556
C 0.72 -1.70 -0.23  0.4750
C 1.90 -1.20 0.45  -0.7062
C 0.82 -2.89 -1.11  -0.7209
N 0.28 0.00 -1.38  -1.1428
O -1.74 1.69 -0.70  -0.7474
O 0.29 1.99 0.50  -0.7835
O -0.84 -0.16 0.95  -0.7776
P -0.46 0.81 -0.23  2.4870
H -2.68 2.71 0.80  0.1960
H -2.22 3.63 -0.67  0.2227
H 0.09 4.04 0.69  0.2275
H -0.79 3.04 1.82  0.1959
H -1.48 -1.98 0.13  0.2196
H -0.56 -2.07 1.64  0.2532
H 2.62 -0.89 -0.20  0.2475
H 2.15 -1.99 1.15  0.2632
H 1.55 -0.37 1.01  0.2261
H 1.30 -3.75 -0.73  0.2792
H 1.36 -2.60 -1.97  0.2638
H -0.23 -3.12 -1.37  0.2381
H 0.90 0.40 -2.04  0.4394

Its HOMO energy is -14.47 eV. As for the energy relative to the best compared isomer or geometry (same formula, charge and spin): 29.3 kJ/mol. Its frontier orbital gap is 10.185 eV. The net charge is +1.

***

Entry 3:
Below is a structure of composition C18H49I2N2NbO9P3, with properties calculated with ωB97M-V with the def2-TZVPD basis set.

Each line ends with the Mulliken charge.
Positions of all 84 atoms, in Å:
C -3.08 -5.05 -3.06  -1.3642
C -1.87 -5.95 -2.89  -0.3107
I -2.44 -7.63 -1.62  -0.0851
C -0.54 -5.31 -2.42  -0.5446
I 0.84 -5.22 -4.08  0.0317
Nb -0.60 -3.23 -1.46  -0.7156
C 0.54 -4.00 0.39  -1.3957
C -0.35 -4.14 1.63  1.2270
O -1.41 -3.16 1.66  -0.3995
C -0.93 -5.53 1.84  -0.8653
N 0.11 -6.58 1.70  -0.5166
P -0.72 -0.82 -0.44  0.3953
N -1.37 0.12 -1.58  -0.6814
H -3.56 -4.82 -2.11  0.3301
H -3.83 -5.61 -3.62  0.4486
H -2.86 -4.15 -3.64  0.3043
H -1.68 -6.41 -3.86  0.5184
H -0.12 -6.00 -1.69  0.4332
H -2.25 -3.53 -0.72  0.0395
H -1.29 -2.56 -3.01  0.0432
H 1.07 -2.84 -2.15  0.0212
H 1.06 -4.92 0.13  0.4612
H 1.32 -3.28 0.65  0.2890
H 0.26 -3.91 2.51  -0.0445
H -2.23 -3.67 1.61  0.2423
H -1.33 -5.62 2.85  0.3200
H -1.73 -5.74 1.13  0.3782
H 0.46 -6.80 2.62  0.2361
H -0.32 -7.43 1.36  0.1904
H -1.58 -0.73 0.69  -0.0208
H 0.58 -0.33 -0.11  -0.0554
H -0.72 0.86 -1.84  0.1317
O 1.59 -1.84 4.64  -0.8007
P 1.71 -0.39 4.94  1.3045
O 2.28 -0.35 6.47  -0.3265
C 3.64 -0.68 6.73  -0.3124
C 4.59 0.43 6.31  -1.0092
O 0.11 -0.15 5.27  -0.4428
C -0.89 -1.01 4.71  -0.1236
C -1.36 -2.02 5.74  -1.3892
O 1.89 1.21 4.71  -0.3939
C 1.00 1.92 3.82  -0.1214
C 0.08 2.80 4.63  -1.1439
H 3.89 -1.62 6.22  0.2590
H 3.72 -0.85 7.80  0.3269
H 4.60 0.55 5.22  0.2693
H 5.61 0.20 6.63  0.4092
H 4.28 1.38 6.74  0.2427
H -0.52 -1.51 3.81  0.2984
H -1.72 -0.38 4.40  0.3430
H -0.52 -2.59 6.14  0.3105
H -2.08 -2.71 5.30  0.3813
H -1.83 -1.50 6.58  0.3432
H 0.44 1.24 3.19  0.2245
H 1.62 2.54 3.17  0.3723
H -0.56 2.21 5.29  0.2527
H -0.55 3.40 3.98  0.3899
H 0.66 3.47 5.27  0.3140
O -0.48 3.44 -3.18  -0.6119
P -0.49 4.58 -4.11  0.8969
O -0.93 4.04 -5.56  -0.3173
C -2.26 3.54 -5.75  -0.3371
C -3.28 4.67 -5.83  -0.9656
O 1.11 4.80 -4.40  -0.3346
C 2.10 4.27 -3.52  -0.2591
C 2.70 3.01 -4.09  -1.2170
O -0.83 6.14 -4.37  -0.3248
C -0.09 7.17 -3.71  -0.2314
C 0.80 7.88 -4.71  -1.1093
H -2.51 2.84 -4.96  0.3208
H -2.24 2.99 -6.69  0.3047
H -3.37 5.18 -4.87  0.2507
H -4.25 4.28 -6.11  0.4079
H -2.97 5.41 -6.57  0.2393
H 1.69 4.10 -2.52  0.3682
H 2.88 5.04 -3.42  0.3244
H 1.93 2.27 -4.30  0.3010
H 3.42 2.57 -3.39  0.3759
H 3.21 3.22 -5.03  0.2932
H 0.49 6.77 -2.87  0.2786
H -0.81 7.88 -3.29  0.3751
H 1.53 7.19 -5.13  0.2608
H 1.32 8.71 -4.24  0.3827
H 0.20 8.25 -5.54  0.3082

Its HOMO energy is -3.64 eV. Its frontier orbital gap is 5.442 eV. The net charge is -1.

***

Entry 4:
Below is a structure of composition C3H3MnO2, with properties calculated with ωB97M-V with the def2-TZVPD basis set.

Each line ends with the natural charge from an NBO analysis.
Positions of all 9 atoms, in Å:
O 1.31 -0.24 0.55  -0.7766
O -2.14 -0.36 -1.48  -0.2510
C 1.92 0.76 0.07  0.3737
C 1.17 1.85 -0.47  -0.1623
C -1.77 -0.78 -0.50  0.3639
H 3.01 0.75 0.00  0.2435
H 0.21 2.10 -0.02  0.2038
H 1.66 2.53 -1.17  0.2684
Mn -0.37 -0.77 1.27  1.7366

Its HOMO energy (spin up / spin down) is -19.67 / -21.43 eV. As for the energy relative to the best compared isomer or geometry (same formula, charge and spin): 34.9 kJ/mol. As for the spin multiplicity: 7. As for the expectation value of S²: 12.007. Its frontier orbital gap (spin up / spin down) is 8.804 / 9.721 eV. The net charge is +2.

***

no.,energy (Ha),largest force on an atom (eV/Å),M (g mol⁻¹)
1,-1196.104829,5.252,391.6
2,-858.010306,4.102,178.1
3,-3178.161609,7.704,877.2
4,-1416.796116,2.607,126.0